Density functional theory data (ωB97M-V/def2-TZVPD) for a 12-piece molecular cluster, C66H151N5O12 overall.

The calculation puts the LUMO energy at 0.3 eV. As for the SMILES: CC1(C)CCCC(C)(C)N1O.CC1(C)CCCC(C)(C)N1O.CC1(C)CCCC(C)(C)N1O.CC1(C)CCCC(C)(C)N1O.CC1(C)CCCC(C)(C)N1O.CC(C)O.CC(C)O.CC(C)O.CC(C)O.CC(C)O.CC(C)O.CC(C)O. The energy relative to the best compared isomer or geometry (same formula, charge and spin) is 40.51 kJ/mol. The value obtained for the HOMO-LUMO gap is 8.43 eV.

Structure (XYZ):
```
234
C66H151N5O12 (ωB97M-V/def2-TZVPD)
C -2.129 3.476 4.568
C -1.159 2.686 3.758
C -0.926 1.353 4.415
O -1.736 2.554 2.470
H -1.928 3.643 5.605
H -3.106 2.973 4.603
H -2.363 4.432 4.059
H -0.129 3.086 3.656
H -1.861 0.778 4.543
H -0.533 1.495 5.413
H -0.318 0.729 3.790
H -1.125 2.056 1.903
C 3.911 -1.241 2.199
C 3.268 0.090 2.481
C 4.273 1.118 3.010
O 2.721 0.624 1.200
H 4.859 -1.128 1.649
H 3.156 -1.831 1.640
H 4.123 -1.809 3.088
H 2.403 0.028 3.164
H 5.079 1.426 2.357
H 4.690 0.739 3.949
H 3.771 2.017 3.372
H 3.465 0.754 0.626
C -0.432 -3.143 -2.711
C -0.893 -4.025 -3.860
C -0.643 -5.489 -3.530
O -2.353 -3.909 -4.097
H -0.394 -2.117 -3.041
H 0.569 -3.413 -2.325
H -1.136 -3.155 -1.905
H -0.349 -3.719 -4.760
H -1.132 -5.724 -2.579
H 0.374 -5.645 -3.288
H -1.018 -6.243 -4.276
H -2.713 -4.002 -3.200
C -3.396 5.256 -1.906
C -3.967 4.226 -0.870
C -5.344 4.733 -0.363
O -3.984 3.002 -1.561
H -3.994 5.072 -2.798
H -2.429 4.967 -2.268
H -3.409 6.312 -1.599
H -3.330 4.187 -0.029
H -5.290 5.627 0.255
H -5.759 3.891 0.157
H -5.948 4.914 -1.259
H -3.953 2.358 -0.840
C -6.394 1.121 1.680
C -4.980 1.330 2.280
C -4.161 0.039 2.351
O -4.416 2.337 1.518
H -7.098 1.882 2.055
H -6.780 0.137 2.025
H -6.429 1.240 0.626
H -4.992 1.616 3.349
H -4.634 -0.635 3.095
H -3.151 0.331 2.749
H -4.096 -0.395 1.311
H -3.593 2.611 1.977
C -3.997 -3.293 0.341
C -4.698 -3.276 -1.020
C -4.447 -1.945 -1.668
O -4.221 -4.371 -1.855
H -4.488 -2.523 0.954
H -2.907 -3.056 0.318
H -4.154 -4.244 0.859
H -5.782 -3.369 -0.874
H -4.836 -1.862 -2.688
H -3.373 -1.705 -1.670
H -4.995 -1.236 -1.094
H -4.226 -5.095 -1.234
C -0.205 -0.944 0.459
C -0.206 0.499 -0.112
C -1.547 0.826 -0.739
O 0.150 1.503 0.792
H -0.241 -1.721 -0.310
H -1.063 -0.964 1.130
H 0.717 -1.130 1.044
H 0.517 0.547 -0.958
H -1.503 1.805 -1.234
H -2.360 0.903 -0.003
H -1.867 0.126 -1.492
H 1.093 1.378 1.018
C -1.028 6.737 0.467
C 0.365 6.214 0.851
C 0.522 4.681 0.563
C 0.506 4.367 -0.941
C 1.779 5.045 -1.515
C 1.783 6.565 -1.327
N 1.514 6.874 0.151
O 1.334 8.271 0.249
C 3.197 7.104 -1.750
C 0.758 7.177 -2.347
C 0.591 6.421 2.293
H -1.153 7.795 0.799
H -1.760 6.125 1.003
H -1.275 6.698 -0.589
H 1.502 4.430 1.043
H -0.307 4.131 1.056
H -0.435 4.644 -1.417
H 0.598 3.241 -1.052
H 1.913 4.923 -2.570
H 2.665 4.626 -0.994
H 3.400 6.743 -2.788
H 3.243 8.186 -1.763
H 3.882 6.586 -1.100
H 1.221 7.150 -3.333
H -0.125 6.590 -2.428
H 0.491 8.205 -2.116
H 1.601 6.136 2.663
H -0.143 5.858 2.894
H 0.496 7.426 2.647
H 2.167 8.576 0.646
C -3.459 2.685 -4.633
C -2.744 3.208 -5.845
C -2.234 4.671 -5.657
C -0.939 4.786 -4.749
C 0.160 4.095 -5.478
C -0.207 2.563 -5.624
N -1.518 2.476 -6.303
O -1.846 1.148 -6.708
C 0.885 1.958 -6.481
C -0.170 1.733 -4.258
C -3.699 3.198 -6.987
H -3.001 2.923 -3.678
H -3.689 1.640 -4.676
H -4.465 3.093 -4.513
H -1.976 5.124 -6.595
H -3.057 5.194 -5.182
H -1.139 4.397 -3.759
H -0.758 5.863 -4.645
H 1.101 4.102 -4.969
H 0.166 4.571 -6.495
H 0.712 2.482 -7.402
H 1.783 2.091 -5.907
H 0.756 0.881 -6.678
H 0.306 0.795 -4.481
H 0.412 2.306 -3.517
H -1.192 1.635 -3.889
H -3.745 2.174 -7.273
H -3.319 3.696 -7.879
H -4.672 3.564 -6.691
H -2.078 0.574 -5.943
C -3.713 -3.399 4.966
C -2.207 -3.181 4.733
C -1.686 -1.953 5.491
C -1.564 -2.297 6.970
C -0.632 -3.466 7.248
C -1.064 -4.738 6.476
N -1.335 -4.319 5.050
O -1.617 -5.489 4.264
C 0.060 -5.749 6.533
C -2.258 -5.408 7.238
C -1.989 -2.979 3.212
H -4.289 -2.471 4.798
H -3.916 -3.671 5.993
H -4.048 -4.204 4.334
H -0.745 -1.595 5.028
H -2.365 -1.134 5.281
H -2.552 -2.429 7.391
H -1.238 -1.378 7.497
H -0.642 -3.719 8.330
H 0.374 -3.166 7.036
H 0.966 -5.374 6.081
H 0.320 -6.116 7.507
H -0.187 -6.577 5.864
H -1.838 -5.897 8.151
H -2.966 -4.674 7.659
H -2.841 -6.103 6.638
H -2.588 -2.164 2.899
H -2.239 -3.883 2.680
H -0.943 -2.749 3.066
H -0.781 -5.923 3.970
C 3.599 -5.735 3.728
C 2.720 -5.159 2.627
C 3.706 -4.711 1.490
C 3.029 -4.381 0.150
C 2.239 -5.612 -0.337
C 1.216 -6.143 0.692
N 1.882 -6.278 2.043
O 1.010 -6.758 2.998
C -0.080 -5.297 0.734
C 0.814 -7.561 0.270
C 1.887 -3.985 3.220
H 3.057 -5.893 4.677
H 4.459 -5.100 3.908
H 3.840 -6.760 3.442
H 4.323 -3.932 1.962
H 4.288 -5.627 1.346
H 3.697 -3.952 -0.602
H 2.357 -3.507 0.275
H 2.940 -6.406 -0.643
H 1.649 -5.291 -1.235
H -0.836 -5.801 1.298
H -0.052 -4.268 1.081
H -0.411 -5.312 -0.329
H 0.572 -7.560 -0.787
H 1.661 -8.275 0.397
H 0.007 -8.024 0.878
H 2.533 -3.498 4.010
H 0.970 -4.331 3.692
H 1.687 -3.149 2.530
H 1.383 -7.545 3.401
C 5.550 -2.124 -1.589
C 6.217 -0.847 -2.182
C 6.576 -1.018 -3.639
C 5.405 -0.969 -4.653
C 4.702 0.344 -4.405
C 4.259 0.582 -2.997
N 5.477 0.488 -2.113
O 5.258 0.855 -0.730
C 3.681 2.006 -2.907
C 3.106 -0.373 -2.551
C 7.593 -0.660 -1.490
H 5.215 -2.808 -2.376
H 4.824 -1.985 -0.815
H 6.414 -2.650 -1.143
H 7.341 -0.304 -3.899
H 7.023 -2.000 -3.733
H 4.725 -1.789 -4.367
H 5.726 -1.076 -5.672
H 3.765 0.560 -4.996
H 5.411 1.136 -4.682
H 3.012 2.065 -2.009
H 4.443 2.788 -2.877
H 3.097 2.201 -3.837
H 2.818 -0.404 -1.476
H 2.158 -0.005 -3.021
H 3.232 -1.393 -2.921
H 8.268 -1.422 -1.830
H 7.488 -0.752 -0.390
H 8.035 0.326 -1.654
H 5.758 1.662 -0.587
```